DFT (ωB97M-V/def2-TZVPD) results for a molecular structure, C20H41BrClInNO9S3 at a distorted geometry.

Results
Frontier orbital gap: 6.90 eV
Net charge: -1
E: -161565.999 eV
Max |F|: 2.804 eV/A

Last column: Löwdin charge in e.
CARTESIAN COORDINATES (ANGSTROEM)
N -0.969 -1.864 2.445  -0.1333
C -0.433 -1.040 3.564  -0.3990
In -0.544 1.183 3.255  0.4834
Br 0.329 2.257 5.533  -0.1674
C 0.865 1.820 1.615  -0.2907
C 2.242 1.019 1.644  -0.3510
C 2.371 0.099 0.370  -0.5149
Cl 1.871 -1.631 0.734  0.5914
C -2.616 2.007 2.949  -0.2617
C -3.672 0.994 2.420  -0.2868
C -3.838 -0.383 2.858  -0.0646
C -4.872 -1.298 2.325  -0.0875
C -5.821 -0.808 1.328  -0.1108
C -5.685 0.591 0.875  -0.1040
C -4.634 1.481 1.390  -0.0550
H -0.992 -1.357 1.565  0.0209
H -0.506 -2.766 2.363  0.0284
H -0.938 -1.338 4.525  0.0230
H 0.674 -1.292 3.651  0.0146
H 0.357 1.685 0.623  0.0214
H 1.093 2.907 1.791  0.0295
H 3.094 1.754 1.590  0.0647
H 2.391 0.417 2.579  0.0816
H 1.770 0.520 -0.484  0.0750
H 3.432 0.041 -0.009  0.0702
H -2.526 2.808 2.153  0.0311
H -3.025 2.527 3.861  0.0446
H -3.166 -0.804 3.636  0.0789
H -4.899 -2.350 2.703  0.0884
H -6.603 -1.490 0.925  0.0785
H -6.399 1.003 0.129  0.0700
H -4.592 2.537 1.017  0.0928
O -5.967 0.853 -2.542  -0.2731
S -5.989 2.039 -3.346  0.5838
O -6.876 3.129 -3.064  -0.2802
O -6.156 1.620 -4.891  -0.2670
C -7.257 0.780 -5.250  -0.2671
C -8.557 1.559 -5.323  -0.0787
C -4.344 2.670 -3.467  -0.1178
H -7.339 -0.063 -4.559  0.1159
H -7.028 0.368 -6.234  0.1198
H -8.862 1.907 -4.335  0.0710
H -9.357 0.934 -5.725  0.0779
H -8.443 2.442 -5.956  0.0827
H -3.672 1.856 -3.730  0.0764
H -4.074 3.083 -2.496  0.0783
H -4.322 3.453 -4.224  0.0726
O 0.903 -4.639 -3.713  -0.2835
S 2.133 -4.319 -3.046  0.5929
O 3.127 -3.489 -3.663  -0.2835
O 2.832 -5.688 -2.562  -0.2667
C 3.058 -6.713 -3.532  -0.2713
C 4.263 -6.409 -4.402  -0.0801
C 1.771 -3.674 -1.442  -0.2016
H 2.163 -6.873 -4.138  0.1137
H 3.240 -7.635 -2.976  0.1191
H 4.078 -5.544 -5.040  0.0698
H 4.498 -7.260 -5.044  0.0766
H 5.134 -6.175 -3.786  0.0832
H 1.055 -4.330 -0.952  0.0788
H 1.346 -2.683 -1.570  0.0361
H 2.694 -3.611 -0.872  0.0397
O 5.047 2.099 2.225  -0.2803
S 5.889 2.227 3.379  0.5974
O 5.560 3.108 4.457  -0.2624
O 7.393 2.538 2.895  -0.2671
C 7.606 3.649 2.018  -0.2688
C 7.576 4.968 2.767  -0.0774
C 6.198 0.619 4.040  -0.1160
H 6.879 3.640 1.203  0.1149
H 8.592 3.510 1.572  0.1186
H 6.576 5.181 3.148  0.0730
H 7.870 5.789 2.110  0.0778
H 8.250 4.940 3.625  0.0829
H 6.496 -0.044 3.230  0.0734
H 5.274 0.265 4.495  0.0821
H 6.981 0.692 4.792  0.0723